No. 1
DFT (the ωB97M-V functional and the def2-TZVPD basis) results for C5H20F2N10O5Y as an isolated structure in a non-equilibrium geometry.

Results
Max |F| (eV/A): 6.35
E_LUMO (Ha): -0.164
Total charge: +1
E_HOMO (eV): -10.98
Orbital gap (eV): 6.51
ΔE to the lowest compared entry with this formula, charge and spin (eV): 0.0000

Geometry (Å):
Y  23.394  29.153  12.067
F  22.490  28.599  9.981
F  21.289  30.078  12.242
C  21.673  26.287  12.257
O  22.153  27.274  12.852
N  21.508  26.169  10.935
N  21.380  25.131  12.898
H  21.804  26.973  10.386
H  21.043  25.377  10.538
H  20.956  24.408  12.350
H  21.484  24.996  13.888
C  23.603  32.450  10.176
O  23.292  31.333  10.639
N  24.613  32.646  9.332
N  22.959  33.568  10.569
H  24.445  33.514  8.849
H  25.167  31.862  9.040
H  22.282  33.511  11.312
H  23.154  34.486  10.210
C  19.539  30.152  8.033
O  18.644  30.791  7.463
N  20.603  29.683  7.335
N  19.542  29.983  9.370
H  21.307  29.237  7.896
H  20.518  29.595  6.340
H  18.748  30.465  9.755
H  20.419  29.609  9.692
C  25.397  26.386  10.640
O  24.808  27.372  11.136
N  24.694  25.299  10.276
N  26.732  26.174  10.668
H  23.703  25.405  10.130
H  25.196  24.478  9.992
H  26.986  25.260  10.342
H  27.384  26.938  10.626
C  23.380  26.957  7.018
O  23.866  26.477  6.001
N  22.227  26.523  7.625
N  24.079  27.852  7.749
H  21.840  27.190  8.272
H  21.623  25.959  7.051
H  23.612  28.210  8.578
H  24.868  28.342  7.373



No. 2
DFT (the ωB97M-V functional and the def2-TZVPD basis) results for a 2-piece molecular cluster, C26H30NO3 overall in a non-equilibrium geometry.

Results
2S+1: 2
Max |F| (eV/A): 1.14
E_LUMO (spin up / spin down) (Ha): -0.035 / -0.035
Total charge: 0
E_HOMO (spin up / spin down) (eV): -8.21 / -9.43
Orbital gap (spin up / spin down) (eV): 7.27 / 8.50

Geometry (Å):
C  0.104  5.296  -4.830
C  -0.972  4.557  -4.525
C  -1.216  3.900  -3.193
C  -0.299  2.688  -2.852
C  0.216  1.958  -4.082
C  0.992  0.664  -3.793
C  2.427  1.005  -3.362
C  1.047  -0.151  -5.098
N  0.319  -0.187  -2.778
O  0.900  -1.294  -2.540
C  -0.277  0.469  -1.593
C  0.783  0.820  -0.539
C  -1.249  -0.545  -0.959
C  -1.090  1.686  -2.027
H  0.875  5.475  -4.090
H  0.232  5.727  -5.813
H  -1.729  4.414  -5.289
H  -1.113  4.629  -2.388
H  -2.247  3.548  -3.149
H  0.557  3.066  -2.292
H  -0.620  1.719  -4.745
H  0.883  2.590  -4.665
H  3.014  1.281  -4.233
H  2.429  1.844  -2.665
H  2.907  0.166  -2.866
H  0.063  -0.218  -5.556
H  1.703  0.368  -5.796
H  1.466  -1.136  -4.919
H  1.193  1.818  -0.689
H  1.604  0.108  -0.555
H  0.323  0.809  0.446
H  -0.698  -1.384  -0.540
H  -1.928  -0.924  -1.720
H  -1.802  -0.072  -0.150
H  -1.898  1.316  -2.664
H  -1.530  2.134  -1.137
C  -2.552  -0.867  6.969
C  -2.678  -2.212  7.303
C  -1.945  -3.169  6.623
C  -1.088  -2.787  5.599
C  -0.972  -1.439  5.254
C  -1.703  -0.481  5.947
C  -0.085  -1.006  4.137
O  0.018  0.166  3.839
C  0.663  -2.056  3.393
C  1.462  -1.682  2.321
C  2.166  -2.641  1.613
C  2.085  -3.980  1.984
C  1.292  -4.359  3.054
C  0.573  -3.401  3.758
C  -0.297  -3.832  4.888
O  -0.363  -4.997  5.219
H  -3.121  -0.121  7.507
H  -3.348  -2.512  8.097
H  -2.032  -4.215  6.879
H  -1.601  0.561  5.678
H  1.522  -0.641  2.038
H  2.777  -2.349  0.770
H  2.639  -4.728  1.433
H  1.221  -5.397  3.346



Number 1: energy -1364.4863 hartree. Number 2: energy -1289.1622 hartree.